ORCA calculation (ωB97M-V with the def2-TZVPD basis set) on an isolated ion of composition C6H10N and charge +1 at a distorted geometry.

Bonds (Å) are listed after each position.
Positions of all 17 atoms, in Å:
1 C 1.0249 1.3074 0.5292  C2 1.336, H8 1.131, H9 1.080
2 C 1.4947 0.1431 0.0721  C1 1.336, C3 1.476, C4 1.655
3 C 2.7175 -0.5462 -0.3829  C2 1.476, H10 1.124, H11 1.052, H12 1.085
4 C 0.3068 -1.0023 -0.0554  C2 1.655, N5 1.354, H13 1.195, H14 1.110
5 N -0.9556 -0.5442 0.1135  C4 1.354, C6 1.164
6 C -1.9538 0.0449 0.0046  N5 1.164, C7 1.381
7 C -3.2582 0.4787 -0.1227  C6 1.381, H15 1.110, H16 1.185, H17 1.074
8 H 0.0509 1.5110 1.0667  C1 1.131
9 H 1.5656 2.2412 0.5646  C1 1.080
10 H 2.3631 -1.1585 -1.2558  C3 1.124
11 H 2.8801 -1.1612 0.4549  C3 1.052
12 H 3.5411 0.1236 -0.6064  C3 1.085
13 H 0.6591 -1.4596 0.9913  C4 1.195
14 H 0.3976 -1.7799 -0.8417  C4 1.110
15 H -3.4047 1.4454 0.4020  C7 1.110
16 H -3.5489 0.6290 -1.2612  C7 1.185
17 H -3.8803 -0.2724 0.3272  C7 1.074

Results
strongest force on any atom = 5.968 eV Å⁻¹
SMILES string = C=C(C)C[N+]#CC
LUMO = -3.86 eV
electronic energy = -289.009558 hartree
relative energy (zero: lowest compared OMol25 entry of this formula, charge and spin) = 46.1 kcal/mol
net charge = +1